No. 1
The following is a quantum chemistry calculation of a structure of composition C23H21Br2N4O2S2Se3TeY, from OMol25.

Results
HOMO-LUMO gap = 3.98 eV
Lowest unoccupied orbital energy = 3.43 eV
Net charge = -2
DFT total energy = -14713.8859 Eh
Relative energy (zero: lowest compared OMol25 entry of this formula, charge and spin) = 228.3 kJ/mol

Geometry (Å):
Y 1.228 1.468 -0.532
Se 2.302 3.721 1.066
Se 3.726 5.173 2.081
Te 5.442 4.456 -1.395
Se 3.564 2.910 -1.091
Br -2.472 -4.913 1.706
C -1.957 -3.257 0.904
C -2.796 -2.622 0.005
C -2.430 -1.417 -0.569
C -1.199 -0.779 -0.256
C -0.366 -1.483 0.661
C -0.729 -2.684 1.222
N -0.785 0.403 -0.749
C -1.599 1.164 -1.626
C -1.309 2.446 -1.990
C -2.261 3.210 -2.784
C -2.037 4.500 -3.096
C -0.831 5.146 -2.664
C 0.049 4.397 -1.946
N -0.132 3.106 -1.592
H -3.751 -3.067 -0.250
H -3.123 -0.947 -1.251
H 0.600 -1.061 0.927
H -0.060 -3.184 1.913
H -2.510 0.735 -2.017
H -3.168 2.708 -3.099
H -2.775 5.049 -3.673
H -0.611 6.177 -2.903
H 0.992 4.824 -1.616
S 2.178 1.760 2.122
S -2.025 2.542 2.237
C -1.834 1.242 3.277
N -0.693 0.547 3.330
C -0.437 -0.574 4.206
C -1.744 -1.299 4.476
C -2.755 -0.290 5.001
N -2.856 0.810 4.065
H 0.072 0.971 2.808
H 0.011 -0.238 5.150
H 0.281 -1.231 3.715
H -1.596 -2.100 5.202
H -2.109 -1.738 3.545
H -2.446 0.060 5.996
H -3.740 -0.750 5.105
H -3.670 1.397 4.039
Br 3.835 -5.996 -4.338
C 3.431 -4.296 -3.576
C 2.939 -3.293 -4.394
C 2.644 -2.061 -3.828
C 2.846 -1.845 -2.472
C 3.340 -2.866 -1.672
C 3.636 -4.105 -2.221
C 2.486 -0.519 -1.862
O 1.949 0.372 -2.565
O 2.723 -0.369 -0.631
H 2.785 -3.475 -5.448
H 2.248 -1.252 -4.427
H 3.482 -2.671 -0.618
H 4.015 -4.909 -1.606

***

No. 2
The following is a quantum chemistry calculation of a structure of composition C23H21Br3N4O4Tl at a distorted geometry, from OMol25.

Results
HOMO-LUMO gap (alpha / beta) = 7.51 / 4.40 eV
Lowest unoccupied orbital energy (alpha / beta) = -3.75 / -5.96 eV
Net charge = +1
DFT total energy = -9303.0344 Eh

Geometry (Å):
Tl 1.427 -0.167 -0.413
O 2.154 1.970 0.772
C 2.755 2.162 1.968
C 3.106 3.476 2.316
C 3.842 3.653 3.486
C 4.208 2.623 4.275
C 3.563 1.401 4.127
C 2.934 1.071 2.930
C 2.451 -0.360 2.738
O 2.464 -0.878 1.477
N 1.082 -0.256 3.251
N 0.106 -0.874 2.607
C -1.029 -0.972 3.327
C -2.250 -1.401 2.698
Br -2.424 -0.954 0.809
C -3.256 -2.131 3.294
C -4.377 -2.671 2.521
C -4.336 -3.323 1.242
C -5.515 -3.654 0.601
C -6.778 -3.531 1.236
C -6.831 -2.888 2.507
C -5.658 -2.451 3.089
H 2.270 2.790 0.275
H 2.804 4.331 1.659
H 4.297 4.611 3.697
H 5.035 2.722 4.973
H 3.772 0.587 4.807
H 3.003 -1.082 3.390
H 0.963 -0.178 4.269
H -1.042 -0.824 4.436
H -3.211 -2.408 4.348
H -3.400 -3.576 0.802
H -5.432 -4.026 -0.405
H -7.672 -3.924 0.776
H -7.782 -2.682 3.008
H -5.668 -1.934 4.033
O 1.409 4.528 -2.842
N 1.295 4.106 -3.928
N 0.824 2.648 -3.933
O 0.647 2.122 -2.823
C 0.541 2.155 -5.232
C -0.555 1.286 -5.368
C -0.985 1.033 -6.678
C -0.347 1.630 -7.801
C 0.763 2.506 -7.589
C 1.255 2.712 -6.323
H -1.045 0.891 -4.467
H -1.794 0.319 -6.850
H -0.882 1.424 -8.740
H 1.300 2.952 -8.458
H 2.142 3.332 -6.173
Br 4.803 -2.453 -1.881
C 4.046 -3.650 -0.566
Br 2.270 -4.124 -1.097
H 4.059 -3.138 0.417
H 4.677 -4.530 -0.593

***

No. 3
The following is a quantum chemistry calculation of a structure of composition C23H21BrEuF4N4 at a distorted geometry, from OMol25.

Results
HOMO-LUMO gap (alpha / beta) = 6.22 / 7.14 eV
Lowest unoccupied orbital energy (alpha / beta) = 0.08 / 0.07 eV
Net charge = 0
DFT total energy = -4791.8127 Eh
Spin multiplicity = 8
Relative energy (zero: lowest compared OMol25 entry of this formula, charge and spin) = 38.2 kJ/mol

Geometry (Å):
Eu -0.723 -0.377 -0.268
C -2.398 0.114 2.727
N -1.420 0.901 1.967
C -2.003 2.209 1.675
C -0.184 1.073 2.761
C 0.764 -0.117 2.643
N 1.015 -0.333 1.230
C 1.980 -1.159 0.799
C 2.181 -1.266 -0.599
F 1.357 -0.490 -1.406
C 3.162 -2.011 -1.204
F 3.267 -1.983 -2.541
C 4.023 -2.779 -0.448
C 3.841 -2.742 0.925
F 4.644 -3.485 1.703
C 2.868 -1.982 1.534
F 2.769 -2.032 2.883
H -2.790 0.685 3.581
H -1.938 -0.795 3.105
H -3.235 -0.170 2.085
H -2.219 2.772 2.593
H -2.950 2.070 1.143
H -1.318 2.792 1.059
H -0.439 1.257 3.815
H 0.340 1.952 2.381
H 0.330 -1.002 3.131
H 1.675 0.131 3.198
H 4.793 -3.386 -0.899
Br -1.231 -2.986 1.309
C -2.041 -3.975 -0.154
C -2.563 -5.188 0.180
C -3.100 -6.003 -0.837
C -3.052 -5.581 -2.133
C -2.495 -4.325 -2.475
C -2.402 -3.925 -3.829
C -1.849 -2.722 -4.150
C -1.412 -1.849 -3.127
C -1.482 -2.138 -1.776
C -1.995 -3.442 -1.468
H -2.554 -5.529 1.205
H -3.526 -6.963 -0.579
H -3.433 -6.209 -2.931
H -2.766 -4.598 -4.597
H -1.751 -2.426 -5.188
H -1.011 -0.890 -3.457
N -2.046 2.807 -1.815
C -1.870 3.525 -2.939
C -0.844 2.928 -3.631
C -0.465 1.840 -2.830
N -1.198 1.772 -1.725
H -2.725 2.971 -1.092
H -2.470 4.390 -3.163
H -0.429 3.224 -4.577
H 0.317 1.121 -3.021

***

No. 4
The following is a quantum chemistry calculation of a structure of composition C23H21IrN5O5S2, from OMol25.

Results
HOMO-LUMO gap (alpha / beta) = 7.70 / 6.57 eV
Lowest unoccupied orbital energy (alpha / beta) = 0.32 / -1.83 eV
Net charge = 0
DFT total energy = -2439.6611 Eh
Spin multiplicity = 6
Relative energy (zero: lowest compared OMol25 entry of this formula, charge and spin) = 0.0 kJ/mol

Geometry (Å):
Ir -0.935 0.348 -0.428
O -2.222 -0.547 -1.738
C -3.414 -0.988 -1.355
C -3.839 -2.255 -1.778
C -5.078 -2.743 -1.427
C -5.946 -1.983 -0.641
C -5.546 -0.733 -0.225
C -4.294 -0.212 -0.576
C -3.913 1.120 -0.129
N -2.687 1.603 0.015
C -2.786 2.886 0.504
C -4.097 3.193 0.652
N -4.794 2.073 0.251
H -3.150 -2.839 -2.373
H -5.375 -3.731 -1.754
H -6.910 -2.374 -0.348
H -6.206 -0.156 0.414
H -1.910 3.471 0.719
H -4.588 4.087 0.991
H -5.792 1.989 0.179
C -3.475 2.701 5.431
C -2.814 1.621 4.619
C -3.510 0.966 3.606
C -2.909 -0.033 2.859
C -1.594 -0.383 3.131
C -0.889 0.233 4.156
C -1.502 1.236 4.887
S -0.795 -1.573 2.101
O -1.800 -2.147 1.249
O 0.043 -2.397 2.922
N 0.156 -0.681 1.093
C 1.300 -0.137 1.585
C 0.929 1.833 2.127
O 1.765 2.069 2.931
O -0.002 2.178 1.454
H -4.272 3.186 4.867
H -2.756 3.461 5.735
H -3.918 2.283 6.338
H -4.537 1.246 3.398
H -3.443 -0.553 2.074
H 0.125 -0.070 4.381
H -0.950 1.732 5.676
H 2.013 0.196 0.838
H 1.710 -0.550 2.501
C 0.102 0.544 -6.721
C 0.325 -0.014 -5.347
C 0.497 -1.377 -5.129
C 0.719 -1.787 -3.831
N 0.756 -0.935 -2.810
C 0.557 0.342 -3.120
S 0.534 1.482 -1.761
N 0.358 0.850 -4.332
H 0.997 0.410 -7.332
H -0.125 1.604 -6.655
H -0.717 0.026 -7.220
H 0.462 -2.085 -5.946
H 0.874 -2.833 -3.588

***

No. 5
The following is a quantum chemistry calculation of the molecule C23H21N3O4S at a distorted geometry, from OMol25.

Results
HOMO-LUMO gap = 8.83 eV
Lowest unoccupied orbital energy = 0.40 eV
Structure (SMILES) = CC(=O)Nc1cccc(NC(=O)c2ccc3c(c2)CCN3S(=O)(=O)c2ccccc2)c1
Net charge = 0
DFT total energy = -1752.5202 Eh
Relative energy (zero: lowest compared OMol25 entry of this formula, charge and spin) = 0.0 kJ/mol

Geometry (Å):
C 0.523 7.797 2.865
C 0.145 6.366 3.187
O -0.704 6.069 3.993
N 0.879 5.466 2.462
C 0.825 4.071 2.476
C -0.073 3.355 3.263
C -0.051 1.972 3.230
C 0.837 1.283 2.425
C 1.718 1.994 1.614
N 2.651 1.358 0.787
C 2.589 0.150 0.155
O 3.590 -0.331 -0.341
C 1.256 -0.500 0.039
C 0.134 0.223 -0.358
C -1.087 -0.402 -0.555
C -1.160 -1.766 -0.341
C -0.041 -2.504 0.054
C 1.173 -1.882 0.227
C -0.419 -3.953 0.172
C -1.954 -3.895 0.054
N -2.285 -2.580 -0.493
S -2.980 -2.590 -2.034
O -3.289 -1.238 -2.379
O -4.030 -3.562 -2.008
C -1.632 -3.193 -3.051
C -0.606 -2.330 -3.385
C 0.494 -2.824 -4.066
C 0.551 -4.167 -4.407
C -0.493 -5.019 -4.082
C -1.592 -4.531 -3.393
C 1.715 3.383 1.656
H 0.354 8.003 1.810
H -0.087 8.469 3.461
H 1.573 7.971 3.094
H 1.565 5.852 1.828
H -0.765 3.881 3.897
H -0.736 1.419 3.854
H 0.856 0.206 2.430
H 3.540 1.831 0.674
H 0.217 1.286 -0.530
H -1.955 0.143 -0.887
H 2.058 -2.435 0.504
H -0.104 -4.390 1.118
H 0.035 -4.529 -0.639
H -2.378 -4.665 -0.588
H -2.423 -3.970 1.039
H -0.684 -1.289 -3.119
H 1.306 -2.163 -4.326
H 1.411 -4.550 -4.936
H -0.450 -6.061 -4.360
H -2.425 -5.163 -3.129
H 2.414 3.933 1.040

***

No. 6
The following is a quantum chemistry calculation of a structure of composition C23H21N6ORhS at a distorted geometry, from OMol25.

Results
HOMO-LUMO gap (alpha / beta) = 7.59 / 6.35 eV
Lowest unoccupied orbital energy (alpha / beta) = -6.62 / -8.61 eV
Net charge = +2
DFT total energy = -1800.8255 Eh
Spin multiplicity = 5

Geometry (Å):
Rh 2.187 1.553 -1.125
C -3.121 3.099 -3.168
C -1.890 3.733 -3.349
C -0.740 3.162 -2.859
C -0.816 1.946 -2.145
C -2.061 1.288 -1.993
C -3.194 1.871 -2.503
N 0.321 1.393 -1.683
N 0.598 0.423 -0.836
C 2.431 -0.005 1.319
C 2.817 -0.914 2.282
C 4.063 -1.511 2.157
C 4.872 -1.182 1.080
C 4.424 -0.247 0.167
N 3.227 0.339 0.297
H -4.022 3.548 -3.560
H -1.840 4.669 -3.888
H 0.228 3.626 -3.004
H -2.089 0.314 -1.521
H -4.146 1.366 -2.407
H 2.157 -1.122 3.113
H 4.396 -2.224 2.899
H 5.847 -1.630 0.951
H 5.026 0.070 -0.673
C -2.232 -1.288 2.665
N -1.661 -0.411 1.654
N -0.606 -0.763 0.900
C 0.132 0.471 0.546
O 1.238 0.659 1.447
C -0.842 1.540 0.937
C -1.819 0.976 1.654
C -2.953 1.609 2.372
C -0.493 -2.026 0.303
C 0.748 -2.492 -0.152
C 0.842 -3.740 -0.734
C -0.284 -4.543 -0.873
C -1.520 -4.077 -0.442
C -1.632 -2.827 0.133
H -1.645 -2.199 2.738
H -3.264 -1.550 2.434
H -2.221 -0.777 3.627
H -0.643 2.589 0.790
H -3.036 2.651 2.075
H -2.802 1.581 3.454
H -3.891 1.099 2.152
H 1.636 -1.890 -0.053
H 1.804 -4.091 -1.081
H -0.204 -5.520 -1.331
H -2.405 -4.685 -0.568
H -2.613 -2.461 0.400
S 2.800 3.795 -1.081
C 4.019 2.753 -1.561
N 4.868 2.052 -1.955

***

No. 7
The following is a quantum chemistry calculation of a structure of composition C23H22Br4Ge2KO3S2 at a distorted geometry, from OMol25.

Results
HOMO-LUMO gap (alpha / beta) = 5.31 / 4.58 eV
Lowest unoccupied orbital energy (alpha / beta) = 4.09 / 3.36 eV
Net charge = -2
DFT total energy = -16961.6447 Eh
Spin multiplicity = 2
Relative energy (zero: lowest compared OMol25 entry of this formula, charge and spin) = 17.5 kJ/mol

Geometry (Å):
K 2.081 -0.248 -0.342
Br 4.353 6.650 -1.729
C 4.336 4.802 -1.287
C 5.511 4.130 -1.024
Br 7.180 5.041 -1.090
C 5.466 2.764 -0.688
Br 7.061 1.783 -0.348
C 4.273 2.017 -0.595
O 4.241 0.772 -0.328
C 3.014 2.749 -0.838
O 1.897 2.126 -0.742
C 3.118 4.093 -1.197
Br 1.463 4.959 -1.596
C -4.335 -1.491 1.306
Ge -2.375 -1.867 1.358
C -1.770 -1.937 3.220
C -2.098 -3.577 0.476
Ge -1.263 0.016 0.277
C -1.476 1.732 1.214
C -0.665 2.841 0.963
C -0.886 4.035 1.640
C -1.899 4.141 2.583
C -2.695 3.036 2.862
C -2.481 1.847 2.180
C -1.444 0.235 -1.646
C -2.159 -0.687 -2.413
C -2.279 -0.529 -3.786
C -1.674 0.551 -4.414
C -0.939 1.462 -3.666
C -0.820 1.307 -2.292
H -4.900 -2.301 1.777
H -4.655 -1.427 0.264
H -4.609 -0.562 1.804
H -2.243 -2.782 3.726
H -2.024 -1.021 3.753
H -0.691 -2.080 3.261
H -2.620 -4.356 1.036
H -1.041 -3.840 0.417
H -2.489 -3.576 -0.542
H 0.173 2.773 0.271
H -0.243 4.880 1.422
H -2.062 5.077 3.104
H -3.480 3.098 3.606
H -3.109 0.994 2.414
H -2.620 -1.546 -1.936
H -2.838 -1.256 -4.364
H -1.761 0.674 -5.487
H -0.438 2.291 -4.150
H -0.205 2.004 -1.730
C 2.980 -7.080 0.771
O 2.899 -5.676 0.608
C 1.787 -5.137 0.035
S 0.529 -6.138 -0.447
S 1.883 -3.463 -0.122
H 3.958 -7.260 1.216
H 2.894 -7.592 -0.189
H 2.187 -7.450 1.422

***

No. 8
The following is a quantum chemistry calculation of a structure of composition C23H22FNO2PS3Sr at a distorted geometry, from OMol25.

Results
HOMO-LUMO gap (alpha / beta) = 2.64 / 5.35 eV
Lowest unoccupied orbital energy (alpha / beta) = 4.19 / 4.18 eV
Net charge = -2
DFT total energy = -2761.4194 Eh
Spin multiplicity = 2
Relative energy (zero: lowest compared OMol25 entry of this formula, charge and spin) = 241.2 kJ/mol

Geometry (Å):
Sr 0.414 0.913 -0.202
C 1.911 2.052 -5.916
C 0.517 1.891 -5.327
O 0.396 2.651 -4.162
P 0.226 1.844 -2.708
S 0.151 3.289 -1.425
S 1.491 0.385 -2.605
O -1.265 1.152 -2.962
C -2.352 2.004 -3.207
C -3.289 1.391 -4.240
H 1.959 1.597 -6.904
H 2.642 1.585 -5.257
H 2.157 3.110 -5.997
H 0.322 0.829 -5.115
H -0.244 2.240 -6.043
H -1.994 2.974 -3.577
H -2.896 2.184 -2.271
H -2.760 1.187 -5.172
H -4.109 2.079 -4.450
H -3.692 0.455 -3.860
S 0.439 -4.261 2.064
C 2.121 -3.824 2.272
C 3.164 -4.573 2.763
C 4.436 -3.994 2.840
C 4.627 -2.677 2.428
C 3.590 -1.917 1.937
C 2.297 -2.474 1.837
N 1.211 -1.851 1.384
C 0.105 -2.577 1.421
C -1.183 -2.170 1.012
C -2.262 -3.084 1.007
C -3.503 -2.726 0.531
C -3.707 -1.438 0.062
C -2.648 -0.523 0.117
C -1.375 -0.811 0.578
H 3.012 -5.593 3.095
H 5.267 -4.570 3.228
H 5.617 -2.243 2.505
H 3.705 -0.883 1.630
H -2.098 -4.091 1.368
H -4.317 -3.445 0.517
H -4.673 -1.146 -0.343
H -2.864 0.485 -0.235
F -0.729 3.050 6.581
C -0.355 2.597 5.327
C -0.414 3.458 4.256
C -0.027 2.988 3.005
C 0.415 1.678 2.750
C 0.445 0.863 3.899
C 0.076 1.297 5.168
H -0.765 4.473 4.400
H -0.070 3.692 2.183
H 0.774 -0.162 3.786
H 0.105 0.639 6.027

***

No. 9
The following is a quantum chemistry calculation of a structure of composition C23H22MnN2O2S3, from OMol25.

Results
HOMO-LUMO gap (alpha / beta) = 6.25 / 7.43 eV
Lowest unoccupied orbital energy (alpha / beta) = -1.59 / -0.44 eV
Net charge = 0
DFT total energy = -3495.2592 Eh
Spin multiplicity = 4

Geometry (Å):
Mn 0.516 -0.382 -0.542
C -1.458 0.304 -2.827
N -0.878 0.861 -1.571
C -1.974 1.087 -0.595
C -2.442 -0.242 -0.017
N -1.314 -1.111 0.434
C -1.109 -0.994 1.902
C -1.590 -2.510 0.078
C -2.562 -3.230 0.765
C -2.844 -4.538 0.417
C -2.146 -5.131 -0.629
C -1.195 -4.412 -1.324
C -0.911 -3.083 -0.993
S 0.232 -2.178 -1.967
C -0.160 2.075 -1.970
C -0.788 3.303 -2.073
C -0.077 4.400 -2.538
C 1.251 4.253 -2.911
C 1.879 3.023 -2.801
C 1.181 1.920 -2.322
S 1.978 0.361 -2.117
H -2.143 1.046 -3.247
H -1.977 -0.627 -2.626
H -0.653 0.101 -3.527
H -2.825 1.565 -1.090
H -1.609 1.753 0.184
H -3.019 -0.797 -0.754
H -3.111 -0.041 0.825
H -2.013 -1.274 2.443
H -0.849 0.034 2.142
H -0.294 -1.653 2.192
H -3.107 -2.769 1.578
H -3.595 -5.093 0.961
H -2.346 -6.159 -0.903
H -0.654 -4.871 -2.142
H -1.826 3.417 -1.790
H -0.560 5.365 -2.607
H 1.809 5.106 -3.272
H 2.924 2.915 -3.061
O 2.983 -2.404 1.847
C 2.461 -1.370 1.502
O 1.629 -1.370 0.474
C 2.704 -0.097 2.253
C 3.651 -0.184 3.278
C 3.966 0.903 4.067
C 3.319 2.114 3.838
C 2.383 2.218 2.832
C 2.059 1.120 2.024
S 0.841 1.467 0.807
H 4.128 -1.142 3.428
H 4.704 0.813 4.852
H 3.549 2.981 4.444
H 1.884 3.162 2.650